No. 1
Here is a molecular structure, C31H55As3Cl2N7OV at a distorted geometry from the OMol25 dataset. Energies are from ωB97M-V with the def2-TZVPD basis set.

Geometry (Å):
H (-1.005, 4.292, -1.337)
H (2.453, -1.251, -1.472)
As (-1.374, 1.881, -2.055)
C (2.700, 0.359, 0.902)
H (-3.473, 4.402, -1.002)
C (-4.035, 1.200, 0.262)
H (2.861, -3.416, -2.679)
C (0.906, 3.449, 1.159)
C (1.042, -3.726, 6.336)
H (-1.820, -4.719, 0.831)
N (0.893, -3.539, -3.446)
H (-1.574, 1.827, 3.250)
C (-3.180, 5.754, 1.763)
C (-1.276, 1.348, -3.940)
N (1.579, -1.186, 2.067)
H (-1.047, -3.245, -4.239)
H (5.360, 2.626, -2.111)
Cl (0.117, -5.139, -0.451)
H (1.059, -4.436, 7.151)
N (0.444, -1.033, -2.057)
H (2.028, -5.050, 4.958)
N (1.871, 1.244, -1.130)
C (1.588, -4.073, 5.094)
C (0.505, -1.570, 5.479)
H (-1.949, 0.511, -4.121)
H (-3.660, 0.976, -2.394)
C (0.102, 0.627, 4.671)
H (3.413, 2.810, -3.676)
H (1.234, 1.925, -2.982)
O (0.140, 2.228, 1.142)
H (0.148, -2.006, -4.669)
H (-3.601, 6.475, 2.462)
N (1.555, -0.217, 1.062)
C (3.308, 2.345, -2.707)
H (-1.620, 2.188, -4.546)
H (-0.273, 1.082, -4.276)
C (-0.655, -1.829, -2.641)
C (0.500, -2.476, 6.537)
C (1.050, -0.855, 3.192)
As (-2.390, 0.592, 1.169)
Cl (-0.896, -2.573, 0.619)
H (-2.673, -1.414, 2.727)
C (-5.542, 2.513, -1.169)
H (0.557, -4.142, -2.675)
H (-3.561, 2.675, -2.832)
H (1.368, -2.521, -0.920)
H (0.123, 3.860, -2.635)
C (1.029, -1.893, 4.238)
C (-0.233, -2.630, -3.859)
H (1.173, -4.154, -4.214)
H (-4.462, 0.298, -0.187)
C (-0.900, 3.757, -2.276)
N (0.010, -0.273, 5.643)
H (-2.510, 3.518, 0.181)
H (-0.295, -4.521, 1.780)
H (0.230, 1.776, 2.013)
H (-4.198, -0.522, 2.497)
H (2.392, -2.122, -3.796)
H (0.676, 4.004, 2.066)
H (-0.373, 0.005, 6.536)
H (5.005, 1.511, 0.090)
C (2.930, 1.141, -0.293)
C (-3.322, 1.957, -2.041)
C (1.618, -1.883, -1.770)
H (0.084, -2.198, 7.497)
C (1.583, -3.167, 4.057)
C (-3.528, 3.660, -0.200)
H (-5.924, 1.615, -1.656)
H (-5.043, 6.233, -0.527)
C (-5.649, 5.715, 0.216)
H (0.602, 4.029, 0.291)
H (-5.657, 3.348, -1.861)
H (-1.477, -1.169, -2.910)
H (3.505, 0.177, 1.607)
H (-1.023, -2.509, -1.876)
V (0.124, 0.528, -0.281)
H (-2.810, 6.292, 0.890)
H (-2.461, 2.890, 2.176)
C (-2.439, 1.895, 2.608)
C (4.388, 2.243, -1.833)
H (-6.072, 6.451, 0.899)
H (-6.169, 2.705, -0.296)
N (0.590, 0.424, 3.474)
H (-3.607, -1.615, 1.230)
H (-3.356, 1.743, 3.176)
C (4.194, 1.632, -0.616)
As (-4.579, 4.473, 1.276)
C (2.086, 1.846, -2.322)
H (-2.351, 5.248, 2.259)
H (2.018, -3.415, 3.100)
H (-6.469, 5.196, -0.274)
C (-0.806, -4.334, 0.841)
H (-0.274, 1.608, 4.933)
H (1.974, 3.241, 1.111)
C (-3.307, -0.907, 2.000)
H (0.713, -0.330, -2.745)
H (-1.581, 4.192, -3.009)
C (-4.070, 2.338, -0.763)
C (2.062, -2.729, -2.952)
H (-4.686, 1.471, 1.100)

Force components x, y, z for each atom (eV/Å):
H 0.00 0.01 0.01
H -0.03 -0.02 0.00
As -0.10 0.06 0.05
C 0.01 -0.12 -0.04
H 0.01 0.01 -0.01
C -0.03 -0.01 -0.02
H 0.00 0.01 0.04
C -0.08 -0.13 -0.04
C 0.04 -0.03 -0.04
H 0.08 -0.05 0.01
N -0.09 -0.09 0.20
H 0.03 -0.09 0.13
C 0.01 0.04 0.06
C 0.05 0.05 -0.07
N -0.56 0.22 -0.41
H -0.01 0.02 0.02
H 0.01 0.02 0.00
Cl -0.01 -0.01 0.03
H -0.01 -0.02 0.00
N -0.08 0.03 0.15
H 0.01 -0.02 0.00
N 0.70 0.20 -0.17
C -0.05 0.05 0.04
C -0.09 0.12 0.21
H 0.00 0.02 -0.03
H 0.00 0.01 0.02
C 0.03 -0.01 -0.02
H 0.01 0.01 -0.02
H 0.00 0.01 0.02
O 0.08 -0.14 -0.02
H -0.03 0.00 0.00
H 0.03 0.01 0.01
N 0.76 0.05 0.11
C 0.07 0.02 -0.05
H 0.02 -0.04 -0.02
H 0.00 0.01 -0.01
C -0.01 0.05 0.03
C -0.04 -0.01 -0.08
C 0.21 -0.25 0.37
As -0.04 -0.11 -0.54
Cl -0.11 -0.16 0.13
H -0.04 0.02 -0.03
C -0.02 0.02 0.01
H 0.11 0.09 -0.20
H -0.03 -0.02 0.02
H 0.03 0.02 -0.03
H -0.02 0.01 0.00
C 0.15 0.11 -0.13
C 0.09 -0.11 -0.05
H -0.02 0.06 0.02
H 0.00 0.02 -0.03
C 0.01 0.05 -0.04
N 0.06 -0.03 0.05
H 0.01 0.01 -0.03
H -0.03 -0.04 -0.05
H 0.20 -0.02 -0.07
H 0.00 -0.04 0.02
H 0.03 -0.01 0.01
H 0.02 0.05 -0.02
H 0.04 -0.01 -0.04
H 0.01 0.02 0.02
C 0.08 -0.05 -0.07
C -0.06 -0.05 -0.11
C 0.00 0.01 0.03
H 0.01 0.01 0.02
C -0.10 -0.02 -0.03
C 0.02 -0.12 -0.09
H 0.00 -0.02 -0.01
H 0.02 -0.01 -0.01
C -0.05 0.03 0.03
H 0.04 0.03 0.01
H 0.00 0.01 -0.01
H 0.02 -0.01 0.01
H 0.03 -0.01 -0.05
H -0.03 0.01 0.01
V -1.01 0.23 0.07
H 0.00 -0.01 -0.02
H 0.02 0.01 0.01
C -0.05 0.05 0.04
C 0.00 0.06 -0.11
H -0.03 0.01 -0.02
H 0.01 0.00 0.00
N -0.32 -0.09 0.02
H 0.01 -0.01 0.03
H 0.04 0.01 0.03
C -0.07 0.00 0.21
As -0.06 0.01 0.05
C -0.14 -0.09 0.25
H 0.00 0.01 0.01
H 0.04 0.01 -0.02
H -0.02 0.01 0.00
C 0.03 0.04 0.02
H 0.04 0.11 -0.06
H 0.04 0.06 0.04
C 0.06 -0.03 0.25
H 0.01 -0.02 0.04
H 0.05 0.02 0.03
C 0.02 0.03 0.05
C -0.09 -0.09 -0.11
H 0.00 -0.05 -0.04

The calculation puts the energy above the lowest of the compared OMol25 structures with the same formula, charge and spin at 0.0 kcal/mol. Its spin multiplicity is 2. As for the net charge: +3. For the frontier orbital gap (spin up / spin down), the calculation gives 6.436 / 6.433 eV.

=====

No. 2
Here is a molecular structure, C31H55O6RuSi at a distorted geometry from the OMol25 dataset. Energies are from ωB97M-V with the def2-TZVPD basis set.

Geometry (Å):
H (-1.363, -0.147, -6.738)
H (-0.813, -3.519, -1.076)
C (-2.866, -0.069, -2.614)
H (1.561, 5.915, 3.095)
C (2.735, 0.464, 5.154)
H (4.829, 0.578, 3.391)
H (2.756, 4.094, -5.045)
H (2.804, -2.224, 4.730)
H (-1.058, -3.087, -4.593)
H (1.958, -0.867, -5.020)
C (1.578, 3.836, 1.330)
H (0.519, 4.157, -4.276)
H (-0.193, 1.570, 6.176)
C (-1.737, 0.386, -0.632)
C (-1.166, -2.330, -5.378)
C (0.284, -1.706, -0.255)
C (-1.705, -0.558, 5.384)
H (-1.822, 0.990, -4.656)
O (2.990, 2.469, -3.767)
H (-1.033, -2.823, -6.350)
C (1.287, -1.645, -5.400)
C (0.991, 5.038, 3.424)
O (2.240, 0.449, 2.744)
C (1.619, 3.771, 2.853)
C (0.927, 2.930, -2.520)
H (3.377, 4.483, -3.419)
H (1.686, 0.519, 5.464)
H (2.084, 2.973, 0.880)
C (-2.943, -1.240, -1.803)
C (-0.066, -2.743, -1.203)
H (2.089, 4.748, 0.989)
C (-1.026, 1.817, 5.508)
H (-1.976, 1.971, -2.210)
H (1.487, -2.585, -4.886)
H (2.333, -2.200, 3.012)
C (2.649, 3.861, -3.972)
C (-0.771, 0.735, -4.817)
H (3.629, 4.545, 2.940)
O (0.873, 2.654, 3.367)
H (3.542, 2.767, 2.894)
C (0.821, -2.600, -2.329)
H (-0.103, -1.586, 0.751)
C (2.869, -0.267, 3.825)
O (0.179, 1.173, 1.182)
C (1.227, 4.133, -3.443)
H (1.545, 1.036, -3.444)
H (3.150, 1.477, 5.095)
H (1.495, -1.794, -6.469)
H (3.138, 3.649, 4.398)
H (-2.252, -1.602, 0.312)
H (3.287, -0.090, 5.926)
H (-1.915, 2.008, 6.125)
H (-0.083, 2.529, -2.671)
H (-2.176, -1.910, -5.337)
C (1.349, -0.926, -0.808)
H (2.446, -1.096, -2.750)
H (-1.183, 0.899, 0.172)
H (1.027, 3.200, -1.460)
C (-1.320, 0.664, 4.556)
H (-0.101, 1.574, -4.590)
H (0.380, 0.398, -6.633)
O (-0.363, -0.458, -3.944)
C (1.996, 1.889, -2.899)
H (2.494, 1.458, -2.011)
H (0.856, -3.290, -3.167)
H (-2.708, 0.212, 2.959)
H (0.991, 5.017, 4.519)
C (2.261, -1.658, 3.962)
H (4.870, -0.980, 4.243)
H (1.798, -0.075, -0.305)
H (-3.295, 0.029, -3.608)
H (-2.582, -0.329, 6.001)
C (-2.463, 1.048, 3.625)
C (3.072, 3.671, 3.303)
H (-1.951, -1.406, 4.735)
C (-0.488, 0.002, -6.097)
H (4.466, -0.927, 2.513)
H (-0.041, 5.148, 3.071)
H (-0.886, -0.851, 6.053)
Si (0.725, 1.147, 2.653)
Ru (-0.700, -0.877, -1.959)
O (-0.157, 0.305, 3.792)
H (-3.424, -2.181, -2.067)
C (-0.151, -1.220, -5.230)
C (1.669, -1.468, -2.090)
C (-2.279, -0.955, -0.560)
H (-3.353, 1.294, 4.219)
H (-0.782, 2.735, 4.963)
H (1.208, -1.592, 4.256)
H (1.177, 5.087, -2.911)
H (-2.196, 1.922, 3.019)
C (-2.161, 0.945, -1.888)
H (0.544, 3.855, 0.970)
C (4.347, -0.405, 3.469)

Force components x, y, z for each atom (eV/Å):
H 0.35 0.13 0.00
H 0.23 0.10 0.09
C -0.97 0.67 0.37
H -0.09 -0.09 0.07
C -0.02 0.16 0.34
H -0.13 -0.13 -0.01
H -0.04 -0.14 0.38
H -0.09 0.06 -0.15
H -0.02 0.12 -0.08
H -0.08 -0.14 -0.13
C 0.03 0.13 -0.38
H 0.02 0.09 0.07
H -0.11 0.06 -0.14
C -2.53 0.75 0.65
C -0.01 -0.08 0.17
C 1.90 -1.34 1.15
C -0.03 -0.20 0.00
H 0.41 0.00 0.15
O -1.20 0.77 0.29
H 0.00 0.15 0.20
C 0.19 -0.27 0.04
C -0.11 0.12 0.06
O 0.17 -0.47 0.20
C -0.20 -0.34 0.08
C 0.51 0.17 0.19
H -0.19 -0.26 -0.21
H 0.24 0.06 -0.13
H -0.17 0.12 0.11
C -0.92 0.32 0.92
C 1.63 -1.01 0.80
H -0.07 -0.12 0.09
C -0.06 0.34 0.19
H -0.04 -0.48 0.06
H 0.17 0.15 -0.09
H 0.00 0.07 0.09
C 0.56 0.27 0.15
C -0.01 0.16 1.09
H -0.05 -0.14 0.09
O 0.29 0.55 -0.32
H -0.14 0.15 0.14
C 0.77 -0.40 0.72
H 0.09 0.15 -0.28
C -0.14 0.14 -0.28
O 0.20 -0.16 0.26
C 0.15 -0.55 -0.22
H 0.22 0.33 0.23
H -0.13 -0.20 -0.01
H -0.10 0.04 0.25
H -0.02 -0.02 -0.19
H 0.02 0.18 -0.30
H -0.08 0.11 -0.13
H 0.16 -0.06 -0.06
H 0.32 0.18 0.10
H 0.06 -0.15 0.03
C 0.19 -0.96 0.60
H -0.26 -0.09 0.11
H 0.31 -0.17 0.08
H -0.10 -0.10 -0.29
C 0.30 -0.01 -0.22
H -0.36 -0.27 -0.01
H -0.31 -0.13 -0.09
O -0.25 1.51 -3.85
C 0.17 -0.81 -0.07
H -0.15 0.32 -0.32
H -0.06 0.32 0.22
H 0.05 0.14 0.03
H -0.01 -0.06 -0.16
C -0.16 -0.25 0.02
H -0.08 0.09 -0.12
H -0.26 -0.12 -0.06
H 0.10 -0.07 0.28
H 0.11 -0.05 -0.09
C -0.16 0.03 -0.07
C 0.25 0.01 0.06
H 0.08 0.10 0.08
C 0.10 -0.21 0.17
H -0.06 0.10 0.12
H 0.14 -0.07 0.08
H -0.10 0.07 -0.17
Si 0.07 0.14 0.22
Ru 1.73 1.65 -3.96
O -0.41 0.07 0.23
H 0.15 0.30 0.05
C 0.33 -0.30 -0.60
C 0.34 -1.09 0.28
C -2.40 0.82 0.77
H 0.10 -0.03 -0.14
H 0.02 -0.25 0.12
H 0.19 0.02 -0.11
H -0.04 -0.16 -0.13
H -0.01 -0.18 0.07
C -0.83 -0.36 0.24
H 0.17 -0.08 0.07
C 0.16 0.06 -0.12

Its spin multiplicity is 6. For the frontier orbital gap (spin up / spin down), the calculation gives 6.330 / 5.699 eV.

=====

DFT total energy (computed, eV): -278743.06916, -55780.92030